# 1
Here is an isolated ion of composition C5H10NOS and charge +1 at a distorted geometry from OMol25. Energies are from the ωB97M-V functional and the def2-TZVPD basis.

The calculation puts the HOMO-LUMO gap at 8.77 eV. For the HOMO energy, the calculation gives -13.303 eV. For the electronic energy, the calculation gives -724.376571 a.u. The charge is +1. The value obtained for the energy relative to the best compared isomer or geometry (same formula, charge and spin) is 37.5 kcal per mole.

Each line ends with the Mulliken charge.
Cartesian coordinates (Å):
C -1.410 0.531 0.219  0.971
C -2.331 1.237 -0.340  -1.069
C -0.583 -0.507 -0.503  -0.983
C 1.570 0.508 -0.432  0.219
C 1.394 -1.739 0.524  -0.864
N 0.830 -0.520 -0.150  0.145
O -1.078 0.525 1.514  -0.390
S 3.159 0.848 0.145  -0.148
H -2.939 1.942 0.288  0.200
H -2.577 1.335 -1.356  0.320
H -0.973 -1.483 -0.391  0.440
H -0.786 -0.373 -1.636  0.305
H 0.930 1.376 -0.787  0.343
H 0.660 -1.834 1.338  0.414
H 1.157 -2.727 -0.026  0.298
H 2.466 -1.570 0.902  0.270
H -1.562 1.165 1.871  0.307
H 3.051 2.177 0.087  0.221



# 2
Here is C22H28BN7OS7Ti as an isolated structure at a distorted geometry from OMol25. Energies are from the ωB97M-V functional and the def2-TZVPD basis.

The calculation puts the HOMO-LUMO gap (alpha / beta) at 6.28 / 6.36 eV. For the HOMO energy (alpha / beta), the calculation gives -9.443 / -9.438 eV. For the electronic energy, the calculation gives -4975.334239 a.u. The charge is +1. The value obtained for the energy relative to the best compared isomer or geometry (same formula, charge and spin) is 5.8 kcal per mole. Its spin multiplicity is 2.

Each line ends with the Mulliken spin population.
Cartesian coordinates (Å):
Ti 0.515 0.278 -0.088  1.042
C 1.289 1.422 3.845  -0.001
C 0.918 1.821 2.468  0.004
O 0.377 0.983 1.698  -0.015
N 1.153 3.050 2.060  -0.001
C 0.729 3.607 0.770  0.015
C 1.641 3.240 -0.374  -0.005
C 2.260 4.245 -1.091  0.000
C 3.176 3.915 -2.077  0.000
C 3.486 2.587 -2.274  -0.004
C 2.810 1.633 -1.531  -0.008
N 1.860 1.937 -0.635  0.013
H 0.374 1.175 4.385  0.000
H 1.827 2.205 4.376  0.000
H 1.894 0.516 3.781  0.000
H 1.610 3.663 2.715  0.000
H 0.725 4.687 0.885  0.000
H -0.289 3.298 0.558  -0.002
H 2.032 5.278 -0.866  0.000
H 3.668 4.691 -2.652  0.000
H 4.247 2.277 -2.977  0.000
H 3.050 0.586 -1.625  0.001
C -1.625 -1.381 3.179  -0.004
N -2.600 -1.040 2.148  -0.002
C -3.889 -0.579 2.368  0.000
C -4.460 -0.454 1.153  0.003
N -3.529 -0.833 0.201  -0.003
B -3.854 -1.027 -1.311  0.002
N -2.973 -0.118 -2.298  0.001
C -3.093 -0.360 -3.654  0.001
C -2.274 0.484 -4.311  -0.001
N -1.651 1.248 -3.346  -0.002
C -0.663 2.283 -3.619  0.001
C -2.088 0.864 -2.123  -0.005
S -1.578 1.604 -0.631  0.005
C -2.404 -1.180 0.827  0.015
S -0.944 -1.735 0.084  -0.024
H -2.041 -1.096 4.143  0.000
H -0.689 -0.859 3.002  0.003
H -1.429 -2.453 3.169  0.000
H -4.276 -0.407 3.358  0.000
H -5.449 -0.134 0.873  0.000
H -3.623 -2.175 -1.621  0.000
H -5.015 -0.713 -1.474  0.000
H -3.761 -1.118 -4.027  0.000
H -2.086 0.618 -5.363  0.000
H -0.796 2.621 -4.643  0.000
H 0.351 1.905 -3.492  0.000
H -0.819 3.113 -2.937  0.000
C 1.498 -3.258 4.885  0.000
S 2.533 -2.341 3.720  -0.001
C 2.134 -3.094 2.189  -0.003
C 2.272 -2.488 1.003  0.008
S 2.676 -0.814 0.609  -0.025
S 2.004 -3.522 -0.371  -0.001
C 1.510 -4.958 0.437  0.000
S 1.014 -6.320 -0.309  0.000
S 1.651 -4.776 2.151  0.000
H 1.812 -2.931 5.876  0.000
H 1.668 -4.331 4.821  0.000
H 0.438 -3.041 4.754  0.000
C 1.200 -2.416 -3.790  0.000
C 0.984 -1.329 -2.832  0.021
N 0.755 -0.492 -2.087  -0.031
H 1.459 -2.004 -4.763  0.000
H 0.287 -3.004 -3.864  0.001
H 2.007 -3.052 -3.431  0.000



# 3
Here is a 10-piece molecular cluster, C16H52O10 overall at a distorted geometry from OMol25. Energies are from the ωB97M-V functional and the def2-TZVPD basis.

The calculation puts the HOMO-LUMO gap at 10.30 eV. For the HOMO energy, the calculation gives -9.950 eV. For the electronic energy, the calculation gives -1393.075010 a.u. As for the SMILES: CCO.CCO.CCO.CCO.CCO.CCO.CCO.CCO.O.O. The value obtained for the energy relative to the best compared isomer or geometry (same formula, charge and spin) is 73.4 kcal per mole.

Each line ends with the Mulliken charge.
Cartesian coordinates (Å):
C 10.182 11.093 11.815  -0.867
C 11.333 10.700 12.784  0.185
O 10.960 10.754 14.121  -0.573
H 10.511 11.025 10.771  0.109
H 9.883 12.142 11.976  0.377
H 9.273 10.434 11.897  0.274
H 12.238 11.265 12.583  0.298
H 11.589 9.657 12.525  -0.089
H 10.076 10.390 14.289  0.333
C 12.491 5.089 12.496  -0.825
C 11.237 5.769 13.017  -0.312
O 10.677 6.668 12.127  -0.428
H 12.767 4.426 13.307  0.457
H 13.270 5.846 12.304  0.023
H 12.354 4.534 11.550  0.174
H 11.484 6.291 13.915  0.280
H 10.477 4.978 13.211  0.354
H 11.397 7.309 12.008  0.029
C 8.061 6.607 7.898  -0.860
C 8.514 6.472 9.393  -0.047
O 8.793 7.828 9.834  -0.398
H 8.772 7.366 7.507  -0.043
H 7.054 7.007 7.791  0.298
H 8.147 5.732 7.254  0.384
H 9.447 5.825 9.543  0.118
H 7.791 5.999 10.014  0.413
H 9.487 7.715 10.460  0.172
C 11.773 8.754 8.821  -0.684
C 13.121 9.003 9.502  0.143
O 13.238 8.111 10.707  0.365
H 11.682 9.260 7.853  0.454
H 10.910 9.180 9.403  -0.206
H 11.600 7.717 8.659  0.108
H 13.142 9.998 9.943  0.380
H 14.008 8.699 8.919  -0.075
H 14.051 8.221 11.226  0.059
C 17.491 9.087 6.865  -1.167
C 17.262 9.325 8.329  0.451
O 16.485 10.555 8.603  -0.589
H 16.562 8.797 6.335  0.231
H 18.248 8.294 6.733  0.309
H 17.948 9.988 6.369  0.336
H 18.183 9.445 8.882  0.342
H 16.686 8.526 8.778  -0.156
H 16.232 10.608 9.540  0.287
C 17.251 9.643 13.339  -1.053
C 16.047 8.825 13.211  -0.396
O 15.669 8.618 11.833  -0.411
H 17.532 9.737 14.405  0.377
H 17.151 10.591 12.845  0.275
H 18.020 8.957 12.892  0.244
H 15.246 9.272 13.775  0.379
H 16.153 7.800 13.699  0.321
H 16.124 7.865 11.472  0.183
C 13.759 6.529 6.868  -0.455
C 13.470 5.351 7.789  -0.415
O 13.609 5.520 9.251  -0.551
H 12.989 7.306 6.961  0.092
H 13.857 6.178 5.809  0.382
H 14.746 6.997 7.082  -0.055
H 14.039 4.434 7.597  0.431
H 12.443 5.039 7.623  0.297
H 13.100 6.298 9.575  0.069
C 7.664 11.530 8.653  -1.396
C 7.416 10.518 7.624  0.625
O 8.023 10.745 6.354  -0.610
H 7.200 12.483 8.513  0.408
H 8.684 11.710 8.925  0.300
H 7.409 11.105 9.634  0.337
H 6.283 10.474 7.412  0.240
H 7.774 9.571 8.003  -0.241
H 7.784 10.103 5.713  0.331
O 16.533 6.636 10.073  -0.616
H 15.705 6.181 9.959  0.247
H 17.239 6.033 9.921  0.231
O 9.502 8.896 4.662  -0.656
H 9.342 7.941 4.518  0.332
H 9.369 8.999 5.625  0.333



# 4
Here is a 2-piece molecular cluster, C4H13NPS overall at a distorted geometry from OMol25. Energies are from the ωB97M-V functional and the def2-TZVPD basis.

The calculation puts the HOMO-LUMO gap (alpha / beta) at 5.72 / 5.73 eV. For the HOMO energy (alpha / beta), the calculation gives -12.265 / -12.270 eV. For the electronic energy, the calculation gives -954.116175 a.u. The charge is +1. The value obtained for the energy relative to the best compared isomer or geometry (same formula, charge and spin) is 80.9 kcal per mole.

Each line ends with the Mulliken charge.
Cartesian coordinates (Å):
C -2.867 -0.654 -0.895  -0.763
C 2.390 -0.669 1.393  -0.993
C 2.557 -0.419 -1.531  -0.916
C -0.927 1.318 1.429  -0.743
N -2.667 0.759 -0.608  -0.318
P 1.924 0.363 -0.070  0.468
S -1.150 1.285 -0.331  0.024
H -2.267 -0.803 -1.760  0.348
H -2.590 -1.119 0.023  0.251
H -3.878 -0.831 -1.051  0.343
H 1.476 -1.379 1.533  0.363
H 2.360 -0.045 2.336  0.368
H 3.070 -1.441 1.159  0.412
H 2.576 -1.485 -1.517  0.378
H 3.621 -0.161 -1.753  0.386
H 2.104 0.051 -2.457  0.315
H -1.850 1.007 1.772  0.410
H -0.536 2.309 1.907  0.266
H -0.221 0.539 1.674  0.114
H -3.126 1.374 -1.252  0.286



# 5
Here is a single C25H48N3O5P molecule at a distorted geometry from OMol25. Energies are from the ωB97M-V functional and the def2-TZVPD basis.

The calculation puts the HOMO-LUMO gap at 8.49 eV. For the HOMO energy, the calculation gives -8.051 eV. For the electronic energy, the calculation gives -1863.186110 a.u. As for the SMILES: CCCCN[C@@H]1NC(=O)[C@@](CCCCOC(C)=O)(P(C)CC)[C@@]1(CCO)CCN(CC)C(C)=O. The value obtained for the energy relative to the best compared isomer or geometry (same formula, charge and spin) is 0.0 kcal per mole.

Each line ends with the Mulliken charge.
Cartesian coordinates (Å):
C 0.245 -2.374 5.604  -1.071
C 1.044 -1.169 5.063  -0.597
C 1.555 -1.337 3.620  -0.647
C 0.641 -0.684 2.565  -0.424
N 1.355 -0.114 1.425  0.571
C 1.373 -0.905 0.208  -1.272
N 2.747 -0.863 -0.339  -0.378
C 2.784 0.107 -1.361  -0.800
O 3.805 0.407 -1.933  -0.621
C 1.385 0.687 -1.637  2.010
C 1.273 2.153 -1.162  -0.165
C 2.162 2.595 0.027  -1.800
C 1.395 3.142 1.232  0.043
C 0.663 4.446 0.969  -1.041
O -0.608 4.266 0.322  -0.320
C -1.678 4.158 1.126  1.009
C -2.940 4.603 0.455  -1.222
O -1.618 3.756 2.262  -0.599
P 1.372 0.567 -3.549  -0.350
C 2.477 1.904 -4.118  -1.144
C -0.241 1.210 -4.169  -0.770
C -0.702 2.625 -3.799  -0.607
C 0.446 -0.385 -0.938  3.932
C -0.831 0.102 -0.212  -2.068
C -2.037 0.548 -1.042  -1.748
O -2.337 1.911 -0.757  -0.426
C 0.159 -1.632 -1.819  -0.273
C -1.041 -2.488 -1.428  -2.347
N -0.872 -3.143 -0.123  1.229
C -0.020 -4.346 -0.169  -0.268
C -0.595 -5.593 0.490  -1.493
C -2.103 -3.303 0.575  0.289
C -3.336 -3.753 -0.177  -1.435
O -2.162 -3.077 1.758  -0.552
H -0.820 -2.144 5.641  0.274
H 0.547 -2.612 6.624  0.318
H 0.372 -3.254 4.975  0.277
H 0.399 -0.291 5.124  0.331
H 1.892 -0.972 5.720  0.408
H 1.608 -2.410 3.423  0.288
H 2.558 -0.914 3.541  0.361
H 0.099 0.126 3.065  0.287
H -0.104 -1.396 2.210  -0.174
H 2.295 0.159 1.669  0.534
H 1.175 -1.938 0.496  -0.350
H 2.992 -1.751 -0.764  0.522
H 1.522 2.810 -1.994  0.580
H 0.233 2.377 -0.931  -0.456
H 2.820 3.402 -0.312  0.591
H 2.826 1.803 0.369  0.580
H 0.723 2.394 1.652  -0.236
H 2.133 3.365 2.011  0.495
H 0.511 4.975 1.911  0.464
H 1.242 5.102 0.318  0.419
H -3.111 5.653 0.692  0.369
H -3.763 4.021 0.863  0.294
H -2.866 4.482 -0.622  0.237
H 2.060 2.911 -4.054  0.353
H 2.679 1.699 -5.171  0.424
H 3.420 1.884 -3.583  0.360
H -1.018 0.474 -3.967  0.546
H -0.095 1.172 -5.254  0.563
H 0.127 3.322 -3.711  0.151
H -1.393 3.002 -4.556  0.446
H -1.226 2.627 -2.846  -0.153
H -1.150 -0.683 0.470  0.314
H -0.565 0.949 0.420  0.318
H -2.903 -0.063 -0.758  0.423
H -1.877 0.375 -2.105  0.316
H -3.103 2.160 -1.284  0.343
H 0.030 -1.373 -2.869  0.416
H 1.033 -2.292 -1.810  0.302
H -1.967 -1.917 -1.416  0.483
H -1.164 -3.248 -2.214  0.527
H 0.236 -4.578 -1.206  0.409
H 0.926 -4.120 0.335  0.223
H 0.122 -6.404 0.364  0.439
H -0.731 -5.450 1.562  0.317
H -1.541 -5.898 0.041  0.316
H -4.078 -2.955 -0.130  0.322
H -3.134 -3.961 -1.226  0.334
H -3.729 -4.638 0.318  0.451



# 6
Here is a 8-piece molecular cluster, C6H30N2O7 overall at a distorted geometry from OMol25. Energies are from the ωB97M-V functional and the def2-TZVPD basis.

The calculation puts the HOMO-LUMO gap (alpha / beta) at 10.67 / 4.91 eV. For the HOMO energy (alpha / beta), the calculation gives -13.817 / -13.501 eV. For the electronic energy, the calculation gives -882.284937 a.u. The charge is +1. The value obtained for the energy relative to the best compared isomer or geometry (same formula, charge and spin) is 65.4 kcal per mole. Its spin multiplicity is 2.

Each line ends with the Mulliken spin population.
Cartesian coordinates (Å):
N 0.754 1.230 -2.926  0.064
C 0.366 2.038 -1.798  0.023
C 1.436 1.972 -0.689  0.005
N 0.943 0.785 0.198  0.684
C 1.711 0.572 3.094  0.001
C 1.399 -0.571 2.028  0.069
C 1.986 -0.216 0.624  0.012
C 2.063 -1.549 -0.276  0.094
H 0.240 1.402 -3.800  0.000
H 0.612 0.173 -2.729  -0.004
H -0.761 1.676 -1.481  -0.005
H 0.234 3.088 -2.151  0.004
H 1.436 2.715 0.155  0.029
H 2.460 1.761 -0.928  0.030
H 0.352 0.203 -0.255  -0.009
H 1.435 1.561 2.783  -0.001
H 1.282 0.308 4.095  0.002
H 2.808 0.576 3.111  0.001
H 1.938 -1.453 2.409  0.015
H 0.252 -0.746 1.888  -0.001
H 3.038 0.248 0.724  0.004
H 1.128 -1.603 -0.710  -0.013
H 3.081 -1.403 -0.744  0.001
H 2.366 -2.380 0.317  -0.003
H -1.785 1.794 -2.568  -0.001
H -2.205 2.927 -1.597  0.000
O -2.343 2.600 -2.526  0.000
H -2.039 -0.767 -2.929  0.000
H -2.420 -0.520 -1.332  0.000
O -2.018 -0.134 -2.115  0.000
H -0.498 -2.919 2.665  0.000
H 0.884 -2.937 2.437  -0.001
O 0.141 -3.484 2.484  0.000
H -3.298 -1.158 0.619  0.000
H -3.140 -2.044 1.768  0.000
O -3.707 -1.950 0.965  0.000
H -1.961 2.967 0.278  -0.001
H -0.997 1.834 0.677  -0.005
O -1.942 2.114 0.874  0.005
H -2.743 0.066 2.069  0.000
H -1.351 -0.141 1.592  -0.002
O -1.962 -0.409 2.288  0.000
H 0.695 -2.708 -3.648  0.000
H 0.174 -2.786 -2.029  -0.001
O -0.041 -2.733 -2.913  0.000